Entry 1:
This record from the Open Molecules 2025 dataset describes a structure of composition C19H20As2Br2LiNO. The level of theory is wB97M-V/def2-TZVPD.

Last column: natural (NBO) charge in e.
Positions of all 46 atoms, in Å:
Li  -0.638  -0.573  0.410  0.83
Br  -2.706  -3.857  3.236  0.05
C  -3.480  -2.383  2.335  -0.19
C  -4.852  -2.162  2.452  -0.21
C  -5.440  -1.105  1.807  -0.12
Br  -7.320  -0.853  1.998  0.03
C  -4.678  -0.221  1.018  -0.13
C  -5.192  0.887  0.313  -0.12
C  -4.353  1.673  -0.429  -0.27
C  -2.987  1.359  -0.468  0.05
N  -2.467  0.342  0.178  -0.51
C  -3.280  -0.456  0.913  0.16
C  -2.633  -1.570  1.574  0.33
O  -1.373  -1.756  1.446  -0.84
H  -5.446  -2.834  3.056  0.24
H  -6.251  1.096  0.371  0.23
H  -4.720  2.525  -0.984  0.22
H  -2.295  1.956  -1.054  0.18
C  2.289  -3.070  0.364  -0.94
As  1.855  -1.179  0.593  0.86
C  2.979  -0.852  2.167  -0.93
C  2.964  -0.349  -0.796  -0.33
C  4.265  -0.774  -1.039  -0.20
C  5.035  -0.196  -2.036  -0.21
C  4.502  0.827  -2.804  -0.22
C  3.207  1.265  -2.566  -0.16
C  2.427  0.693  -1.565  -0.35
As  0.561  1.227  -1.292  0.85
C  0.443  2.795  -2.477  -0.94
C  0.775  2.275  0.357  -0.95
H  3.352  -3.272  0.476  0.22
H  1.952  -3.415  -0.612  0.24
H  1.738  -3.618  1.128  0.25
H  4.005  -1.175  1.998  0.22
H  2.553  -1.419  2.995  0.24
H  2.974  0.205  2.432  0.23
H  4.690  -1.574  -0.442  0.21
H  6.043  -0.545  -2.218  0.22
H  5.091  1.285  -3.588  0.22
H  2.806  2.064  -3.176  0.20
H  0.388  2.496  -3.522  0.23
H  1.280  3.477  -2.334  0.22
H  -0.478  3.323  -2.229  0.23
H  1.605  2.974  0.264  0.23
H  0.952  1.624  1.213  0.22
H  -0.143  2.835  0.537  0.23

The total energy is -10493.1759 hartree. The HOMO-LUMO gap is 7.32 eV. Its highest occupied orbital energy is -7.03 eV. Its max |F| is 0.5 eV Å⁻¹. The calculation puts the LUMO energy at 0.3 eV.

---

Entry 2:
This record from the Open Molecules 2025 dataset describes a cluster of 5 separate species, C26H49F5I3N2O4S5 in total in a non-equilibrium geometry. The level of theory is wB97M-V/def2-TZVPD.

Last column: Mulliken charge in e.
Positions of all 94 atoms, in Å:
C  4.442  -3.215  5.225  -1.17
C  4.555  -1.708  4.968  -1.12
I  3.451  -0.559  6.406  0.16
C  4.273  -1.258  3.542  -0.52
C  2.853  -1.315  3.023  0.12
C  1.858  -1.963  3.754  -0.15
N  0.602  -1.960  3.367  0.13
C  -0.450  -2.635  4.151  -0.79
C  -1.765  -1.848  4.114  -1.18
C  -2.763  -2.389  3.073  -0.85
C  -3.520  -1.272  2.399  0.78
F  -2.676  -0.382  1.832  -0.23
F  -4.245  -0.591  3.323  -0.30
C  -4.502  -1.751  1.305  0.51
F  -5.616  -2.187  1.848  -0.26
F  -3.968  -2.739  0.609  -0.26
F  -4.792  -0.774  0.477  -0.25
N  0.184  -1.385  2.249  0.08
C  1.066  -0.793  1.480  0.16
C  0.478  -0.214  0.233  -1.07
C  -0.087  -1.264  -0.752  -0.71
C  0.354  -2.711  -0.513  -0.34
S  -0.039  -3.721  -1.967  -0.18
C  2.443  -0.710  1.813  0.63
C  3.439  0.007  0.947  -1.08
I  3.553  -0.834  -1.025  0.20
C  3.353  1.562  0.893  -0.23
C  4.754  2.168  1.108  -1.38
I  2.001  2.403  2.325  0.06
H  5.201  -3.501  5.949  0.39
H  3.496  -3.510  5.668  0.39
H  4.633  -3.779  4.315  0.33
H  5.582  -1.425  5.168  0.69
H  4.874  -1.891  2.882  0.47
H  4.634  -0.241  3.413  0.35
H  2.079  -2.469  4.676  0.36
H  -0.085  -2.680  5.171  0.39
H  -0.579  -3.634  3.745  0.36
H  -1.558  -0.800  3.930  0.55
H  -2.205  -1.941  5.102  0.65
H  -3.489  -3.043  3.547  0.61
H  -2.243  -2.957  2.306  0.32
H  -0.359  0.400  0.564  0.34
H  1.178  0.461  -0.243  0.14
H  0.155  -0.968  -1.768  0.47
H  -1.172  -1.249  -0.682  0.51
H  -0.197  -3.125  0.329  0.08
H  1.412  -2.791  -0.281  0.24
H  1.074  -4.455  -2.019  0.14
H  4.417  -0.222  1.329  0.65
H  3.030  1.848  -0.101  0.69
H  4.892  3.072  0.531  0.43
H  4.878  2.441  2.154  0.41
H  5.535  1.452  0.869  0.32
C  8.070  1.907  -2.169  -0.90
S  8.583  3.056  -0.887  0.42
O  7.476  3.107  0.109  -0.56
C  8.442  4.537  -1.889  -0.93
H  8.046  0.911  -1.731  0.30
H  7.077  2.180  -2.527  0.28
H  8.792  1.929  -2.985  0.39
H  7.423  4.626  -2.266  0.30
H  9.155  4.485  -2.712  0.37
H  8.678  5.387  -1.254  0.32
C  -2.589  -1.023  -4.885  -0.40
S  -1.258  0.165  -4.828  0.32
O  -0.682  0.112  -3.448  -0.52
C  -2.297  1.621  -4.900  -0.90
H  -2.152  -2.018  -4.807  0.33
H  -3.266  -0.851  -4.047  0.25
H  -3.111  -0.899  -5.838  -0.02
H  -2.990  1.610  -4.059  0.27
H  -2.838  1.618  -5.846  0.35
H  -1.650  2.494  -4.837  0.34
C  -6.301  -0.775  -8.402  -0.95
S  -4.522  -0.606  -8.551  0.43
O  -4.084  0.275  -7.426  -0.61
C  -4.537  0.415  -10.023  -0.97
H  -6.504  -1.350  -7.502  0.31
H  -6.754  0.213  -8.322  0.31
H  -6.685  -1.307  -9.272  0.38
H  -5.112  1.320  -9.831  0.31
H  -4.970  -0.150  -10.848  0.39
H  -3.507  0.673  -10.257  0.33
C  -6.837  4.589  3.655  -0.91
S  -6.519  3.269  4.831  0.49
O  -5.773  3.869  5.965  -0.62
C  -5.306  2.406  3.824  -0.93
H  -7.542  5.276  4.116  0.33
H  -5.905  5.110  3.433  0.30
H  -7.272  4.171  2.748  0.34
H  -4.480  3.081  3.594  0.39
H  -5.776  2.047  2.908  0.36
H  -4.943  1.562  4.403  0.25

The total energy is -4813.5711 hartree. The HOMO-LUMO gap is 6.26 eV. Its highest occupied orbital energy is -10.18 eV. Its total charge is +1. Its max |F| is 1.1 eV Å⁻¹. The calculation puts the LUMO energy at -3.9 eV.

---

Entry 3:
This record from the Open Molecules 2025 dataset describes a cluster of 4 separate species, C38H35ClF5IN3O7S in total in a non-equilibrium geometry. The level of theory is wB97M-V/def2-TZVPD.

Last column: Mulliken charge in e.
Positions of all 91 atoms, in Å:
C  -2.806  3.561  1.276  -1.85
C  -2.010  2.821  2.359  -0.34
C  -2.060  1.232  2.294  -0.59
I  -3.185  0.487  0.626  0.28
C  -0.692  0.638  2.485  -0.26
C  0.269  0.101  1.662  -0.45
C  0.273  -0.054  0.158  -1.08
C  0.533  1.245  -0.680  0.88
C  0.736  2.538  0.113  -1.25
Cl  -0.737  1.453  -1.942  -0.16
N  1.314  -0.308  2.496  1.09
C  2.534  -0.941  1.973  0.43
F  2.229  -2.101  1.371  -0.23
F  3.370  -1.255  2.979  -0.36
C  3.301  -0.014  1.035  0.93
C  3.690  1.206  1.544  -0.63
C  4.376  2.120  0.792  -0.96
C  4.710  1.774  -0.506  -0.75
C  4.328  0.555  -1.001  -0.06
C  4.718  0.234  -2.441  1.03
F  5.064  -1.071  -2.490  -0.27
F  3.713  0.464  -3.288  -0.20
F  5.807  0.908  -2.810  -0.27
C  3.630  -0.356  -0.248  -0.44
C  1.065  -0.030  3.782  -0.65
N  1.867  -0.306  4.872  0.56
C  2.587  0.877  5.397  -0.86
C  1.193  -1.109  5.882  0.85
C  0.924  -0.625  7.297  -1.39
O  0.820  -2.217  5.555  -0.53
N  -0.134  0.553  3.766  0.46
S  -0.951  1.147  5.165  -0.11
H  -3.879  3.368  1.323  0.51
H  -2.402  3.426  0.270  0.37
H  -2.704  4.635  1.495  0.42
H  -0.965  3.150  2.360  0.59
H  -2.447  3.129  3.317  0.26
H  -2.644  0.944  3.173  0.84
H  -0.601  -0.596  -0.210  1.00
H  1.112  -0.715  -0.072  -0.25
H  1.447  1.084  -1.255  -0.01
H  1.230  3.249  -0.561  0.47
H  1.390  2.432  0.980  0.14
H  -0.241  2.970  0.332  0.10
H  3.430  1.476  2.567  0.15
H  4.643  3.083  1.211  0.46
H  5.279  2.493  -1.083  0.50
H  3.327  -1.308  -0.674  0.52
H  2.952  0.741  6.413  0.39
H  2.019  1.811  5.297  0.37
H  3.478  1.016  4.770  0.16
H  1.819  -0.869  7.892  0.42
H  0.769  0.450  7.398  0.41
H  0.116  -1.201  7.744  0.33
H  -1.162  2.446  4.843  0.16
C  -1.716  -6.757  1.076  -0.46
C  -2.149  -5.706  0.384  -0.45
C  -1.337  -4.470  0.276  0.33
O  -1.736  -3.510  -0.354  -0.53
C  -0.028  -4.450  0.963  -0.17
C  0.409  -5.499  1.655  -0.16
C  -0.402  -6.738  1.766  0.19
O  -0.006  -7.693  2.394  -0.53
H  -2.294  -7.668  1.167  0.42
H  -3.103  -5.701  -0.126  0.44
H  0.547  -3.541  0.870  0.48
H  1.364  -5.501  2.165  0.45
C  1.768  0.931  -6.220  -0.35
C  3.095  1.015  -6.261  -0.29
C  3.797  1.530  -7.463  0.31
O  5.006  1.604  -7.499  -0.53
C  2.962  1.950  -8.616  -0.37
C  1.634  1.866  -8.574  -0.43
C  0.932  1.351  -7.372  0.27
O  -0.276  1.276  -7.331  -0.54
H  1.237  0.557  -5.353  0.48
H  3.718  0.715  -5.435  0.58
H  3.492  2.323  -9.482  0.42
H  1.008  2.166  -9.404  0.41
C  -6.181  -1.201  -2.306  -0.53
C  -5.985  -0.127  -1.547  0.09
C  -6.816  1.091  -1.699  0.35
O  -6.628  2.068  -1.004  -0.56
C  -7.879  1.067  -2.732  -0.35
C  -8.079  -0.006  -3.493  -0.40
C  -7.247  -1.225  -3.341  0.40
O  -7.427  -2.203  -4.030  -0.53
H  -5.583  -2.098  -2.208  0.50
H  -5.215  -0.085  -0.785  0.06
H  -8.476  1.966  -2.827  0.42
H  -8.850  -0.041  -4.252  0.41

The calculation puts the energy relative to the best compared isomer or geometry (same formula, charge and spin) at 0.8390 eV. The total energy is -3815.0365 hartree. The HOMO-LUMO gap is 8.27 eV. Its highest occupied orbital energy is -11.56 eV. Its total charge is +1. Its max |F| is 2.2 eV Å⁻¹. The calculation puts the LUMO energy at -3.3 eV.

---

Entry 4:
This record from the Open Molecules 2025 dataset describes a cluster of 2 separate species, C2H2Cl6Si in total in a non-equilibrium geometry. The level of theory is wB97M-V/def2-TZVPD.

Last column: natural (NBO) charge in e.
Positions of all 11 atoms, in Å:
C  -1.385  0.469  -1.462  -0.76
C  0.280  -0.099  1.953  -0.30
Si  -2.181  -1.094  -0.937  1.39
Cl  -1.692  1.950  -0.815  0.14
Cl  -0.438  1.327  2.404  0.09
Cl  0.312  -1.309  3.177  0.01
Cl  -0.706  -2.503  -0.675  -0.36
Cl  -3.432  -1.924  -2.289  -0.33
Cl  -3.184  -0.888  0.812  -0.33
H  -0.641  0.441  -2.434  0.25
H  0.395  -0.588  1.054  0.20

The calculation puts the energy relative to the best compared isomer or geometry (same formula, charge and spin) at 0.5208 eV. The total energy is -3128.0899 hartree. The HOMO-LUMO gap (spin up / spin down) is 8.91 / 6.89 eV. Its highest occupied orbital energy (spin up / spin down) is -9.19 / -8.31 eV. Its max |F| is 3.9 eV Å⁻¹. The calculation puts the LUMO energy (spin up / spin down) at -0.3 / -1.4 eV.

---

Entry 5:
This record from the Open Molecules 2025 dataset describes the molecule C11H21N3O4 in a non-equilibrium geometry. The level of theory is wB97M-V/def2-TZVPD.

Last column: natural (NBO) charge in e.
Positions of all 39 atoms, in Å:
C  -4.207  -0.913  1.473  -0.60
C  -3.158  0.062  1.068  -0.46
C  -2.985  0.594  -0.233  -0.18
C  -4.303  0.795  -0.857  -0.64
C  -1.800  -0.382  -1.000  -0.19
N  -2.325  -1.726  -1.134  -0.84
C  -0.424  -0.483  -0.432  0.69
O  0.103  -1.837  -0.349  -0.65
N  0.250  0.881  0.000  -0.69
C  1.663  0.978  0.437  -0.15
C  2.558  -0.100  -0.440  -0.40
C  3.977  -0.100  0.407  -0.51
C  4.971  -1.090  0.001  0.63
N  5.843  -1.496  0.885  -0.80
O  4.834  -1.780  -1.066  -0.64
C  2.341  2.256  -0.179  0.76
O  2.705  3.040  0.773  -0.58
O  2.658  2.309  -1.509  -0.66
H  -4.440  -0.760  2.656  0.21
H  -4.105  -2.183  1.233  0.25
H  -5.122  -0.212  1.063  0.20
H  -3.345  0.840  1.683  0.21
H  -2.344  -0.613  1.433  0.21
H  -2.495  1.539  -0.213  0.19
H  -5.046  -0.045  -1.162  0.25
H  -4.885  1.322  -0.169  0.21
H  -4.464  1.579  -1.748  0.22
H  -1.741  0.268  -1.944  0.23
H  -1.622  -2.114  -0.454  0.40
H  -2.076  -2.072  -2.085  0.37
H  -0.439  1.701  0.172  0.42
H  1.847  1.050  1.600  0.25
H  2.127  -1.197  -0.418  0.30
H  2.749  0.384  -1.483  0.22
H  4.322  0.900  0.329  0.23
H  3.668  -0.466  1.295  0.22
H  5.886  -0.646  1.582  0.38
H  6.837  -2.055  0.776  0.44
H  1.984  1.775  -1.990  0.50

The calculation puts the energy relative to the best compared isomer or geometry (same formula, charge and spin) at 10.7992 eV. The total energy is -896.6623 hartree. Its SMILES is CC[C@H](C)[C@H](N)C(=O)N[C@@H](CCC(N)=O)C(=O)O. The HOMO-LUMO gap is 9.21 eV. Its highest occupied orbital energy is -9.31 eV. Its max |F| is 9.3 eV Å⁻¹. The calculation puts the LUMO energy at -0.1 eV.

---

> Look up the max |F| of the third one.

2.2 eV Å⁻¹

---

> Which value of max |F| does entry 4 give?

3.9 eV Å⁻¹